Model w:
C25H24N3 | ωB97M-V with the def2-TZVPD basis set

ORCA input file:
```
! RIJCOSX wB97M-V def2-TZVPD def2/J DEFGRID3
* xyz 1 1
N 2.915 0.935 1.384
N -0.806 -2.090 -0.854
N -1.409 -3.789 -2.138
C -0.359 -3.031 -4.311
C -2.054 1.557 2.243
C 3.050 3.435 1.234
C 0.221 3.248 1.017
C -0.533 -0.004 0.975
C -4.142 0.878 0.508
C 2.225 -1.435 1.424
C 0.968 2.093 1.224
C -1.448 -3.258 -0.895
C 1.935 0.002 1.351
C 2.374 2.223 1.324
C 4.335 0.632 1.410
C -0.686 -2.937 -2.968
C 2.273 4.588 1.043
C -4.328 1.886 1.467
C 0.851 -0.929 -4.033
C -3.289 2.193 2.358
C 0.672 0.651 1.211
C 0.875 4.490 0.952
C -1.818 0.592 1.218
C 0.420 -1.994 -4.850
C -0.292 -1.873 -2.139
C 0.508 -0.858 -2.673
C -2.923 0.216 0.414
C -2.147 -4.015 0.169
H 4.613 0.110 2.335
H -4.953 0.609 -0.170
H 4.135 3.462 1.309
H 2.817 -1.682 2.319
H 0.826 -0.061 -2.002
H 4.890 1.570 1.350
H 0.283 5.398 0.823
H -1.826 -4.671 -2.413
H 1.465 -0.145 -4.477
H -0.494 -1.035 0.635
H -1.247 1.805 2.936
H 4.613 -0.005 0.560
H 2.757 5.563 0.961
H 1.273 -1.969 1.475
H -5.279 2.419 1.527
H -2.755 -0.578 -0.315
H -3.442 2.944 3.138
H -3.210 -4.127 -0.088
H -1.708 -5.019 0.261
H 2.773 -1.792 0.538
H -0.858 3.171 0.915
H -2.050 -3.479 1.115
H 0.700 -2.008 -5.905
H -0.712 -3.886 -4.892
*
```

These are the Mulliken partial charges, in e, on atoms 1 to 4: atom 1 (N): 0.271, atom 2 (N): 0.081, atom 3 (N): -0.067, atom 4 (C): -0.950

=====

Model x:
C25H24N3 | ωB97M-V with the def2-TZVPD basis set

ORCA input file:
```
! RIJCOSX wB97M-V def2-TZVPD def2/J DEFGRID3
* xyz 1 1
N 1.501 1.535 -3.673
N -0.817 -0.688 0.857
N -2.575 -1.209 2.110
C -1.920 2.486 -1.537
C 2.842 -2.767 1.622
C -0.548 1.679 1.660
C -1.379 3.504 -2.342
C -1.344 1.217 -1.539
C 2.576 -1.397 1.489
C -0.128 1.043 -2.187
C 0.435 2.085 -2.952
C 2.353 -3.649 0.642
C 1.297 -1.814 -0.555
C 1.659 0.215 -3.337
C 1.478 -3.211 -0.346
C 0.426 -1.281 -1.545
C -0.178 3.329 -3.054
C 0.715 -0.130 -2.324
C 2.223 2.236 -4.727
C -1.051 0.377 1.697
C 1.899 -0.918 0.388
C -2.420 2.371 3.063
C -2.193 0.089 2.477
C -1.685 -1.653 1.166
C -2.932 1.066 3.126
C 3.633 -3.253 2.793
C -3.773 -1.902 2.554
C -1.256 2.669 2.342
H 0.937 -3.926 -0.986
H -0.501 -1.816 -1.794
H 1.702 0.149 0.279
H 4.624 -2.782 2.796
H -1.925 4.442 -2.434
H 2.634 -4.705 0.706
H -4.462 -2.058 1.712
H 0.283 4.126 -3.646
H 3.306 2.143 -4.574
H 1.938 3.297 -4.720
H -2.801 2.676 -0.918
H 2.894 -0.706 2.273
H -1.805 0.368 -1.053
H -3.504 -2.886 2.957
H 3.735 -4.340 2.735
H -0.893 3.695 2.295
H 1.988 1.814 -5.718
H -2.938 3.179 3.574
H 3.138 -2.995 3.736
H -4.274 -1.309 3.327
H 0.334 1.875 1.058
H 2.367 -0.423 -3.850
H -3.874 0.805 3.618
H -1.743 -2.655 0.759
*
```

These are the Mulliken partial charges, in e, on atoms 1 to 4: atom 1 (N): 0.164, atom 2 (N): 0.188, atom 3 (N): 0.057, atom 4 (C): -0.632

=====

Energetically preferred structure: model w | next structure: +214.1 kJ/mol

=====

Model w:
C3H4OS3 | ωB97M-V with the def2-TZVPD basis set

The SMILES is S=C1SCOCS1.

ORCA input file:
```
! RIJCOSX wB97M-V def2-TZVPD def2/J DEFGRID3
* xyz 0 1
S 0.112 -1.184 -0.982
S -0.194 1.231 0.902
S 0.348 1.552 -1.934
O -0.723 -1.337 1.601
C 0.085 -1.974 0.671
C -0.150 -0.171 2.087
C 0.150 0.534 -0.669
H -0.313 -2.985 0.472
H -0.719 0.168 2.958
H 0.910 -0.342 2.402
H 1.121 -2.076 1.048
*
```

These are the Mulliken partial charges, in e, on atoms 1 to 4: atom 1 (S): -0.045, atom 2 (S): -0.048, atom 3 (S): -0.226, atom 4 (O): -0.324

=====

Model x:
C3H4OS3 | ωB97M-V with the def2-TZVPD basis set

The SMILES is O=C(S)CSC=S.

ORCA input file:
```
! RIJCOSX wB97M-V def2-TZVPD def2/J DEFGRID3
* xyz 0 1
S 0.882 -0.364 -2.315
S 1.170 1.543 0.126
S -2.077 -1.448 0.717
O 0.519 -1.258 1.311
C 1.577 0.738 -1.370
C -0.485 0.791 0.465
C -0.412 -0.681 0.797
H 2.517 1.127 -1.789
H -1.673 -2.719 1.097
H -1.129 0.903 -0.424
H -0.888 1.367 1.385
*
```

These are the Mulliken partial charges, in e, on atoms 1 to 4: atom 1 (S): -0.232, atom 2 (S): 0.025, atom 3 (S): -0.258, atom 4 (O): -0.480

=====

Energetically preferred structure: model x | next structure: +16.2 kJ/mol

=====

Model w:
C20H27NO4 | ωB97M-V with the def2-TZVPD basis set

The SMILES is CC(C)OCCCNC(=O)COc1ccc2oc3c(c2c1)CCCC3.

ORCA input file:
```
! RIJCOSX wB97M-V def2-TZVPD def2/J DEFGRID3
* xyz 0 1
O -5.204 1.279 0.979
O -0.191 2.528 -0.819
O 5.308 -0.196 0.900
O 1.156 -0.666 -1.636
N 1.111 0.465 0.325
C -4.232 -0.382 -0.208
C 1.596 -0.607 1.161
C 4.006 -0.430 0.417
C -2.120 3.148 0.351
C -5.331 0.016 0.483
C -4.110 -1.720 -0.853
C -3.385 2.936 0.854
C 6.411 0.462 -1.189
C -6.559 -0.790 0.712
C -2.038 0.943 -0.661
C 7.648 -0.462 0.799
C -5.182 -2.653 -0.284
C -6.550 -1.969 -0.267
C -1.451 2.167 -0.399
C 3.043 -0.385 1.601
C 0.493 1.649 -1.677
C -3.318 0.718 -0.160
C 6.353 -0.506 -0.006
C 0.955 0.350 -1.005
C -3.978 1.712 0.590
H 6.478 1.485 -0.824
H -1.610 4.082 0.521
H -4.911 -2.933 0.736
H 7.814 0.547 1.169
H 1.521 -1.522 0.569
H 3.143 0.582 2.097
H -6.778 -1.605 -1.271
H -6.571 -1.157 1.744
H -4.240 -1.617 -1.935
H -0.102 1.397 -2.563
H 0.948 -0.691 2.039
H 7.577 -1.133 1.650
H 7.285 0.246 -1.797
H 3.720 0.331 -0.323
H 5.526 0.368 -1.815
H 0.971 1.372 0.746
H 8.488 -0.759 0.178
H -3.896 3.692 1.428
H -7.322 -2.685 0.016
H -1.541 0.170 -1.224
H 6.196 -1.529 -0.392
H 3.327 -1.158 2.316
H 1.383 2.196 -2.006
H -5.231 -3.564 -0.882
H 3.951 -1.414 -0.073
H -7.449 -0.173 0.575
H -3.113 -2.133 -0.683
*
```

These are the Mulliken partial charges, in e, on atoms 1 to 4: atom 1 (O): -0.523, atom 2 (O): -0.555, atom 3 (O): -0.377, atom 4 (O): -0.670

=====

Model x:
C20H27NO4 | ωB97M-V with the def2-TZVPD basis set

The SMILES is CCCC(=O)C1=C(Nc2ccc(OC)cc2OC)CC(C)(C)CC1=O.

ORCA input file:
```
! RIJCOSX wB97M-V def2-TZVPD def2/J DEFGRID3
* xyz 0 1
O -5.762 -0.531 0.789
O -1.130 0.435 1.913
O 0.875 2.255 -1.765
O 4.182 -0.100 -0.881
N -0.515 0.441 -0.737
C 2.860 -1.945 -0.233
C 1.563 -3.578 1.154
C -2.156 0.176 1.055
C 1.986 -1.275 2.022
C -2.818 -0.089 -1.245
C 2.621 3.226 -4.164
C -4.455 -0.299 0.497
C 1.837 0.266 -0.934
C -3.469 -0.052 1.449
C -4.121 -0.314 -0.856
C 3.048 -0.512 -0.704
C 3.233 2.146 -1.962
C -6.176 -0.511 2.134
C 1.720 -2.106 0.766
C -1.821 0.144 -0.308
C 3.116 3.454 -2.741
C 1.895 1.584 -1.555
C 0.597 -0.252 -0.533
C -1.402 0.569 3.285
C 0.452 -1.617 0.069
H -4.898 -0.498 -1.578
H 3.809 -2.280 0.191
H -2.120 1.373 3.477
H 3.294 2.560 -4.701
H 1.390 -4.195 0.275
H -2.556 -0.091 -2.291
H 0.722 -3.706 1.833
H 1.630 2.780 -4.150
H -0.328 1.351 -1.216
H -0.449 0.822 3.747
H 4.096 3.935 -2.770
H -3.722 -0.027 2.495
H -7.246 -0.713 2.114
H 3.772 1.401 -2.549
H -0.386 -1.622 0.764
H 2.565 4.169 -4.705
H 2.057 -0.219 1.777
H 1.181 -1.408 2.741
H 2.660 -2.554 -1.120
H -1.776 -0.366 3.717
H -6.003 0.467 2.594
H 3.817 2.294 -1.051
H -5.675 -1.286 2.722
H 2.461 -3.936 1.651
H 2.920 -1.583 2.488
H 0.200 -2.303 -0.748
H 2.424 4.120 -2.222
*
```

These are the Mulliken partial charges, in e, on atoms 1 to 4: atom 1 (O): -0.473, atom 2 (O): -0.336, atom 3 (O): -0.868, atom 4 (O): -0.722

=====

Energetically preferred structure: model w | next structure: +33.8 kJ/mol

=====

Model w:
C30H60O10 | ωB97M-V with the def2-TZVPD basis set

The SMILES is CC(C)=O.CC(C)=O.CC(C)=O.CC(C)=O.CC(C)=O.CC(C)=O.CC(C)=O.CC(C)=O.CC(C)=O.CC(C)=O.

ORCA input file:
```
! RIJCOSX wB97M-V def2-TZVPD def2/J DEFGRID3
* xyz 0 1
O 2.611 4.118 -6.893
O -1.358 -0.842 -0.317
O -3.610 7.288 2.599
O 1.611 -7.194 2.203
O -7.942 0.851 -1.325
O 5.535 -3.142 -0.861
O 2.682 2.872 4.886
O -4.782 2.595 4.895
O 5.035 2.525 -1.253
O -3.827 -6.744 -4.903
C 6.084 2.218 -0.649
C -2.375 -5.910 -6.599
C -6.412 1.395 0.437
C 0.358 -6.179 0.417
C 6.444 -4.717 0.631
C 1.956 3.742 5.326
C 0.218 0.806 0.402
C -0.242 -0.334 -0.407
C 6.384 2.958 0.675
C -2.824 5.408 1.308
C -3.837 6.499 1.701
C -6.983 0.547 -0.621
C 0.767 -0.814 -1.495
C 2.446 5.160 5.412
C 1.041 -7.329 1.082
C 4.231 2.924 -8.128
C -3.212 -4.375 -4.693
C 1.251 -8.563 0.312
C -6.327 1.419 6.364
C -5.108 6.593 0.795
C -4.256 0.311 5.262
C 5.680 -3.479 0.290
C 2.836 1.804 -6.210
C 3.157 3.009 -7.038
C 7.092 1.288 -1.249
C 0.479 3.532 5.641
C 5.165 -2.666 1.469
C -6.501 -0.832 -0.665
C -5.071 1.517 5.477
C -3.275 -5.761 -5.366
H 8.072 1.734 -1.081
H -6.898 2.370 0.416
H -6.032 -1.188 0.252
H 2.017 -9.101 0.870
H -3.618 0.354 4.379
H 0.520 3.448 6.727
H 4.673 -1.718 1.248
H -7.293 -1.562 -0.830
H 2.543 2.236 -5.253
H -5.336 7.644 0.617
H 7.449 3.184 0.733
H -1.403 -5.421 -6.530
H 5.896 3.933 0.660
H 7.382 -4.445 1.116
H 6.075 2.324 1.506
H -5.791 -0.978 -1.479
H 5.964 -2.493 2.190
H 3.514 5.192 5.194
H 1.908 5.784 4.699
H -0.551 -6.441 -0.126
H 0.547 -1.763 -1.984
H 3.859 3.425 -9.022
H 1.991 1.259 -6.630
H -2.992 -5.525 -7.411
H 1.575 -8.287 -0.692
H -3.330 4.443 1.270
H -0.151 4.381 5.379
H -2.181 -6.968 -6.779
H -2.023 5.368 2.046
H 1.082 -5.818 -0.313
H 0.902 -0.115 -2.321
H -6.544 0.897 1.397
H -5.338 1.458 0.262
H 5.161 3.390 -7.803
H 6.891 1.204 -2.317
H 0.209 -5.367 1.129
H 4.376 -3.244 1.950
H -4.966 -0.482 5.028
H 0.335 -9.148 0.239
H -3.550 -4.336 -3.657
H 3.671 1.146 -5.967
H -6.942 2.318 6.314
H -6.091 1.356 7.426
H -5.953 6.122 1.296
H 7.176 0.332 -0.731
H 5.964 -5.366 1.363
H -0.610 1.241 0.962
H -2.246 -3.890 -4.829
H -4.975 6.134 -0.184
H -3.862 -3.704 -5.255
H 0.936 0.534 1.175
H 2.190 5.534 6.403
H -3.645 0.052 6.127
H 4.489 1.892 -8.367
H 0.044 2.630 5.211
H -2.364 5.639 0.347
H 6.608 -5.283 -0.286
H -6.884 0.498 6.190
H 1.744 -0.921 -1.024
H 0.685 1.614 -0.161
*
```

These are the Mulliken partial charges, in e, on atoms 1 to 4: atom 1 (O): -0.566, atom 2 (O): -0.584, atom 3 (O): -0.553, atom 4 (O): -0.598

=====

Model x:
C30H60O10 | ωB97M-V with the def2-TZVPD basis set

The SMILES is CC(C)=O.CC(C)=O.CC(C)=O.CC(C)=O.CC(C)=O.CC(C)=O.CC(C)=O.CC(C)=O.CC(C)=O.CC(C)=O.

ORCA input file:
```
! RIJCOSX wB97M-V def2-TZVPD def2/J DEFGRID3
* xyz 0 1
O -3.493 -0.461 5.049
O -1.822 3.370 -2.290
O -1.271 -1.117 1.031
O 0.971 -3.102 -6.819
O 4.119 -5.228 -2.411
O 1.746 3.886 -4.225
O -0.551 -6.011 -2.192
O -0.511 3.389 2.777
O 4.673 3.359 0.104
O -5.128 -4.158 0.983
C 2.510 -3.541 -2.880
C 1.400 -5.994 -0.894
C 0.461 -1.383 -5.301
C -5.129 -4.932 3.247
C 0.234 -2.741 -5.927
C -2.661 0.385 4.853
C 1.705 2.035 -2.751
C 4.157 3.562 1.174
C 0.550 -1.506 -0.429
C 4.808 4.419 2.232
C -2.258 0.775 3.441
C -0.426 -0.637 0.309
C -4.616 -4.127 2.078
C 4.000 -4.596 -4.697
C -1.367 5.343 3.860
C 1.758 4.486 -1.945
C 1.692 3.503 -3.081
C 2.777 3.005 1.456
C -0.396 4.179 3.686
C -0.839 -3.652 -5.390
C -0.431 0.846 0.027
C -3.395 -3.266 2.342
C -0.946 -5.681 0.135
C -1.959 1.072 5.996
C 0.694 4.094 4.712
C -2.563 3.911 -0.107
C -1.971 4.234 -1.462
C 3.582 -4.536 -3.243
C -1.620 5.674 -1.718
C -0.092 -5.943 -1.075
H -1.434 5.855 -2.777
H -2.378 0.620 6.894
H -4.352 -5.608 3.612
H -0.421 -0.741 -5.379
H -1.179 0.692 3.324
H -3.365 -2.853 3.348
H -5.922 -5.608 2.919
H 0.339 -2.566 -0.304
H 1.757 -5.063 -0.446
H -0.965 1.393 0.801
H -3.554 4.347 0.026
H -2.410 6.356 -1.404
H 0.228 4.067 5.702
H 5.209 3.766 3.008
H -0.875 0.977 5.967
H 0.853 4.371 -1.344
H -2.004 5.345 2.975
H 2.523 3.076 2.512
H -1.244 -6.609 0.627
H -2.570 1.798 3.220
H 4.044 5.088 2.628
H 0.629 -1.304 -1.498
H 3.225 -5.071 -5.299
H 2.636 4.269 -1.330
H -2.626 2.830 0.012
H -2.205 2.137 5.975
H -0.292 -4.316 -4.710
H -3.384 -2.475 1.598
H 0.585 1.251 0.019
H 2.131 3.699 0.909
H 1.371 3.256 4.579
H 4.898 -5.215 -4.741
H -0.690 5.939 -1.212
H 1.993 1.465 -3.629
H 0.638 -1.503 -4.228
H -0.898 1.009 -0.945
H 1.910 -6.266 -1.809
H 1.551 -1.343 -0.012
H 1.257 5.032 4.736
H -0.390 -5.080 0.857
H 4.261 -3.610 -5.078
H -2.548 -3.937 2.177
H 1.858 5.507 -2.303
H 2.506 -2.614 -3.449
H -1.611 -3.095 -4.866
H -1.995 5.146 4.727
H -1.924 4.275 0.701
H 2.791 -3.191 -1.880
H -2.764 0.124 2.734
H -1.865 -5.160 -0.132
H 1.288 -0.851 -5.761
H 1.752 -6.708 -0.137
H 2.310 1.839 -1.864
H 5.629 4.955 1.763
H -5.500 -4.266 4.023
H 2.639 1.994 1.088
H -0.822 6.284 3.874
H -1.245 -4.299 -6.161
H 0.704 1.692 -2.471
H 1.529 -4.013 -2.822
*
```

These are the Mulliken partial charges, in e, on atoms 1 to 4: atom 1 (O): -0.557, atom 2 (O): -0.549, atom 3 (O): -0.472, atom 4 (O): -0.577

=====

Energetically preferred structure: model x | next structure: +174.1 kJ/mol